Record 1
C3H7N3O | wB97M-V/def2-TZVPD

CARTESIAN COORDINATES (ANGSTROEM)
C  -1.471  -0.617  0.040
C  -0.552  -0.161  -1.105
C  1.156  1.188  0.038
H  0.280  -2.058  0.331
H  -0.056  -0.913  1.847
H  -2.354  -1.141  -0.396
H  -1.598  0.293  0.824
H  0.924  0.795  -1.797
H  1.450  2.158  -0.508
H  1.809  1.647  1.525
N  -0.615  -1.543  1.021
N  0.760  0.177  -0.963
N  1.092  0.857  1.337
O  -0.824  -0.682  -2.193

Output
Energy relative to the best compared isomer or geometry (same formula, charge and spin), kJ/mol: 452.80
E_LUMO, eV: 0.3
Structure (SMILES): [H]/N=C/NC(=O)CN
E_HOMO, eV: -9.242
Gap between HOMO and LUMO, eV: 9.54
DFT total energy, hartree: -357.877412
Total charge: 0

Löwdin analysis output, partial charges in e: -0.171 -0.517 -0.218 0.161 0.096 0.111 0.134 0.140 0.143 0.073 -0.106 0.057 0.067 0.032

=====

Record 2
C24H62N2O13P3 | wB97M-V/def2-TZVPD

CARTESIAN COORDINATES (ANGSTROEM)
C  0.047  5.857  -1.214
C  -0.104  4.652  -2.237
C  0.577  3.325  -1.715
C  -0.355  2.093  -1.996
N  -0.785  1.361  -0.773
N  -2.160  1.453  -0.467
C  -3.083  0.701  -1.449
O  -4.148  0.112  -0.769
C  -5.428  0.375  -1.373
C  -6.447  0.638  -0.188
O  -7.614  1.301  -0.626
C  -7.620  2.690  -0.310
C  -7.501  3.548  -1.625
O  -6.408  4.462  -1.626
C  -6.542  5.442  -0.619
C  -5.358  6.469  -0.734
P  -2.462  0.637  1.155
P  -0.571  0.600  2.234
O  0.234  -0.586  1.783
O  0.295  2.017  2.221
O  -0.981  0.356  3.841
P  -2.698  3.221  -0.298
C  -2.051  3.959  1.283
O  -4.357  3.095  -0.086
H  0.766  5.542  -0.434
H  -0.937  6.096  -0.759
H  0.462  6.736  -1.742
H  -1.195  4.529  -2.397
H  0.323  4.958  -3.213
H  0.926  3.402  -0.669
H  1.487  3.208  -2.339
H  0.243  1.369  -2.595
H  -1.172  2.428  -2.659
H  -0.484  0.388  -0.798
H  -2.434  -0.049  -1.943
H  -3.381  1.445  -2.216
H  -5.831  -0.480  -1.946
H  -5.458  1.281  -2.010
H  -5.934  1.111  0.671
H  -6.763  -0.372  0.156
H  -8.629  2.907  0.110
H  -6.898  2.984  0.473
H  -8.438  4.098  -1.851
H  -7.317  2.838  -2.458
H  -6.511  5.039  0.418
H  -7.481  6.027  -0.754
H  -5.686  7.378  -1.277
H  -4.476  6.041  -1.250
H  -5.006  6.797  0.269
H  -3.396  1.475  1.850
H  0.748  2.019  1.365
H  -1.942  0.404  3.926
H  -0.959  4.126  1.292
H  -2.292  3.394  2.209
H  -2.573  4.940  1.387
H  -4.620  3.677  0.638
C  0.591  -5.609  4.748
O  -0.252  -4.808  3.934
C  0.393  -3.626  3.473
C  0.871  -3.773  2.039
O  1.905  -4.745  1.932
C  1.434  -5.994  1.447
H  0.128  -6.591  4.846
H  1.582  -5.735  4.309
H  0.683  -5.163  5.743
H  1.222  -3.355  4.133
H  -0.347  -2.821  3.515
H  1.292  -2.819  1.713
H  0.038  -4.020  1.373
H  1.262  -5.932  0.367
H  0.514  -6.306  1.947
H  2.202  -6.744  1.636
C  5.149  -8.582  0.741
O  4.295  -7.794  -0.074
C  4.929  -6.606  -0.533
C  5.408  -6.752  -1.968
O  6.447  -7.715  -2.075
C  5.985  -8.968  -2.557
H  4.700  -9.571  0.840
H  6.142  -8.694  0.302
H  5.235  -8.134  1.736
H  5.756  -6.328  0.127
H  4.183  -5.806  -0.491
H  5.823  -5.794  -2.297
H  4.576  -7.006  -2.632
H  5.810  -8.911  -3.636
H  5.069  -9.285  -2.053
H  6.760  -9.709  -2.365
C  3.760  1.027  -0.274
O  3.570  2.412  -0.534
C  4.150  3.240  0.472
C  5.487  3.807  0.028
O  6.459  2.783  -0.122
C  6.658  2.409  -1.477
H  3.527  0.479  -1.187
H  4.789  0.804  0.011
H  3.080  0.696  0.519
H  4.254  2.690  1.412
H  3.456  4.070  0.643
H  5.853  4.487  0.804
H  5.381  4.378  -0.898
H  7.256  3.168  -1.990
H  5.712  2.270  -2.005
H  7.203  1.466  -1.489

Output
E_LUMO, eV: -3.5
E_HOMO, eV: -10.309
Gap between HOMO and LUMO, eV: 6.82
DFT total energy, hartree: -3062.877223
Total charge: +1

Results of the Löwdin charge analysis, in e, for atoms 1 through 99: -0.097 -0.252 -0.178 -0.192 -0.074 -0.545 -0.224 -0.200 -0.121 -0.181 -0.124 -0.167 -0.155 -0.178 -0.282 -0.066 0.974 0.378 -0.324 -0.188 -0.152 1.007 -0.241 -0.290 0.058 0.055 0.074 0.054 0.107 0.084 0.112 0.131 0.103 0.126 0.155 0.132 0.141 0.122 0.108 0.135 0.136 0.098 0.129 0.130 0.102 0.131 0.079 0.064 0.072 -0.041 0.041 0.053 0.044 0.031 0.065 0.057 -0.109 -0.192 -0.202 -0.211 -0.193 -0.107 0.090 0.084 0.088 0.129 0.108 0.099 0.126 0.089 0.085 0.084 -0.107 -0.205 -0.202 -0.204 -0.191 -0.109 0.090 0.085 0.089 0.128 0.119 0.123 0.125 0.088 0.083 0.090 -0.096 -0.224 -0.199 -0.200 -0.185 -0.104 0.090 0.090 0.080 0.130 0.117

=====

Record 3
C23H30BF28N5O7PS | wB97M-V/def2-TZVPD

CARTESIAN COORDINATES (ANGSTROEM)
C  1.522  0.129  -0.109
N  0.708  0.415  -1.318
C  1.477  1.123  -2.367
B  0.217  -0.816  -1.848
O  0.942  -1.956  -2.117
N  -1.248  -0.922  -2.126
C  -2.243  -0.277  -1.535
N  -3.524  -0.596  -1.877
C  -4.485  0.110  -1.026
C  -5.483  -0.747  -0.238
C  -6.653  -1.436  -0.955
O  -7.533  -0.576  -1.618
C  -6.213  -2.484  -1.972
F  -5.109  -3.125  -1.531
F  -7.135  -3.385  -2.164
F  -5.898  -1.967  -3.149
S  -5.162  1.471  -1.999
O  -6.153  2.121  -1.208
O  -4.028  2.170  -2.512
F  -5.808  0.759  -3.209
C  -3.511  0.767  -0.007
N  -2.123  0.684  -0.564
P  -1.433  2.308  -1.016
N  -0.267  2.877  -0.191
H  2.474  -0.337  -0.370
H  0.960  -0.550  0.524
H  1.705  1.064  0.418
H  2.549  1.025  -2.199
H  1.216  2.181  -2.376
H  1.274  0.725  -3.366
H  1.085  -2.114  -3.056
H  -1.531  -1.609  -2.814
H  -3.671  -1.596  -1.994
H  -4.912  -1.527  0.266
H  -5.892  -0.099  0.538
H  -7.187  -2.014  -0.193
H  -7.955  0.020  -0.992
H  -3.522  0.108  0.866
H  -3.810  1.732  0.396
H  -1.243  2.131  -2.400
H  -2.559  3.126  -0.931
H  0.092  2.246  0.514
C  1.022  -1.919  6.685
C  2.342  -1.150  6.525
C  2.280  0.357  6.255
F  1.641  0.611  5.092
F  3.541  0.822  6.151
F  3.103  -1.744  5.579
F  2.984  -1.265  7.718
O  0.545  -2.639  5.558
C  -0.239  -2.102  4.591
C  0.460  -2.147  3.226
F  1.623  -1.475  3.245
F  -0.349  -1.549  2.304
F  -0.671  -0.864  4.881
F  -1.336  -2.888  4.458
H  1.250  -2.701  7.407
H  0.247  -1.295  7.130
H  1.772  0.875  7.072
H  0.647  -3.180  2.928
C  -2.338  3.861  -5.031
C  -3.268  3.999  -6.245
C  -2.686  3.787  -7.647
F  -1.733  4.696  -7.918
F  -3.683  3.929  -8.544
F  -3.921  5.173  -6.191
F  -4.195  2.999  -6.099
O  -1.817  5.034  -4.442
C  -0.653  5.623  -4.856
C  -0.884  7.043  -5.390
F  -1.751  7.020  -6.419
F  0.297  7.527  -5.824
F  0.015  4.861  -5.739
F  0.135  5.753  -3.765
H  -2.984  3.452  -4.256
H  -1.556  3.121  -5.213
H  -2.267  2.781  -7.740
H  -1.277  7.680  -4.595
C  5.637  -3.026  3.854
C  6.593  -3.108  5.054
C  7.921  -2.347  4.983
F  8.687  -2.798  3.972
F  8.585  -2.544  6.141
F  6.819  -4.399  5.372
F  5.923  -2.536  6.097
O  5.633  -4.104  2.935
C  6.465  -4.175  1.857
C  7.401  -5.389  1.929
F  8.150  -5.343  3.043
F  8.216  -5.359  0.853
F  7.146  -3.035  1.656
F  5.686  -4.371  0.763
H  4.645  -3.068  4.298
H  5.710  -2.062  3.350
H  7.741  -1.276  4.855
H  6.815  -6.310  1.921

Output
E_LUMO, eV: -3.7
E_HOMO, eV: -11.972
Gap between HOMO and LUMO, eV: 8.25
DFT total energy, hartree: -5255.378888
Total charge: +1

Löwdin analysis output, partial charges in e: -0.037 -0.149 -0.048 -0.641 0.196 0.289 -0.323 0.167 -0.409 -0.051 -0.259 0.027 -0.625 0.132 0.214 0.179 0.688 -0.201 -0.278 -0.087 -0.111 -0.069 0.799 -0.228 0.101 0.070 0.088 0.101 0.070 0.091 0.125 0.167 0.149 0.142 0.147 0.174 0.123 0.136 0.134 0.023 0.023 -0.023 -0.023 -0.441 -0.302 0.090 0.107 0.120 0.118 0.058 -0.559 -0.272 0.103 0.065 0.156 0.140 0.153 0.150 0.176 0.179 -0.057 -0.437 -0.314 0.105 0.108 0.148 0.093 0.046 -0.547 -0.289 0.108 0.109 0.154 0.140 0.111 0.143 0.172 0.177 -0.038 -0.439 -0.309 0.100 0.105 0.140 0.099 0.050 -0.550 -0.290 0.109 0.103 0.156 0.131 0.129 0.149 0.173 0.175